Record 1
The following is a DFT calculation (ωB97M-V with the def2-TZVPD basis set) of a molecular structure, C32H69NO23Si2.

Values from the calculation:
HOMO-LUMO gap   0.3482 Eh
Highest occupied orbital energy   -8.948 eV
LUMO level   0.53 eV
M   892.06 g/mol

```
! wB97M-V def2-TZVPD RIJCOSX def2/J DEFGRID3
* xyz 0 1
C -5.38 2.52 -4.13
O -4.51 2.14 -3.09
C -4.52 0.76 -2.78
C -3.16 0.36 -2.24
C -3.17 -1.05 -1.64
C -2.03 -1.31 -0.64
C -2.44 -2.16 0.57
C -1.47 -1.99 1.75
C -1.87 -0.85 2.69
Si -0.87 -0.81 4.27
O 0.58 -0.05 4.08
Si 0.90 1.54 3.77
N 2.44 2.06 4.23
C 3.58 2.16 3.68
C 4.34 3.46 3.71
C 4.29 1.01 3.02
H -5.01 3.46 -4.54
H -5.39 1.78 -4.94
H -6.40 2.66 -3.78
H -4.77 0.18 -3.67
H -5.29 0.55 -2.02
H -2.43 0.42 -3.05
H -2.86 1.09 -1.49
H -3.09 -1.77 -2.46
H -4.13 -1.23 -1.15
H -1.21 -1.82 -1.15
H -1.63 -0.36 -0.28
H -2.47 -3.21 0.28
H -3.45 -1.88 0.89
H -0.48 -1.77 1.33
H -1.37 -2.92 2.31
H -2.91 -1.00 3.00
H -1.84 0.12 2.18
H -1.65 -0.16 5.36
H -0.58 -2.21 4.64
H -0.13 2.34 4.46
H 0.79 1.75 2.30
H 5.39 3.31 3.98
H 4.34 3.88 2.70
H 3.88 4.17 4.39
H 3.58 0.24 2.71
H 4.89 1.34 2.16
H 4.98 0.57 3.74
C 2.92 -2.36 0.92
O 3.41 -3.59 0.38
C 2.97 -3.86 -0.85
O 2.23 -3.16 -1.50
O 3.49 -5.02 -1.25
C 3.09 -5.43 -2.56
H 3.35 -2.28 1.91
H 3.24 -1.52 0.31
H 1.84 -2.38 0.98
H 3.39 -4.70 -3.30
H 2.01 -5.57 -2.60
H 3.60 -6.37 -2.73
C -7.77 4.97 -2.14
O -8.14 6.18 -2.81
C -9.43 6.24 -3.17
O -10.25 5.38 -2.98
O -9.64 7.40 -3.77
C -10.99 7.59 -4.22
H -6.72 5.07 -1.92
H -8.34 4.86 -1.22
H -7.95 4.11 -2.78
H -11.68 7.56 -3.37
H -11.27 6.82 -4.93
H -11.01 8.57 -4.68
C 6.65 -5.84 -8.04
O 6.79 -4.45 -7.73
C 5.95 -4.00 -6.81
O 5.11 -4.66 -6.24
O 6.18 -2.70 -6.62
C 5.33 -2.09 -5.64
H 7.40 -6.05 -8.80
H 6.83 -6.45 -7.15
H 5.65 -6.04 -8.42
H 5.47 -2.55 -4.67
H 4.29 -2.16 -5.94
H 5.64 -1.04 -5.61
C 5.57 8.94 6.78
O 4.83 8.02 7.58
C 3.92 7.32 6.91
O 3.70 7.40 5.73
O 3.30 6.51 7.76
C 2.28 5.70 7.17
H 6.26 9.43 7.46
H 6.12 8.41 6.00
H 4.91 9.67 6.32
H 2.69 5.07 6.38
H 1.49 6.32 6.75
H 1.88 5.09 7.97
C 7.26 0.48 -8.50
O 7.41 1.90 -8.42
C 6.31 2.53 -8.02
O 5.27 2.02 -7.72
O 6.56 3.84 -8.01
C 5.45 4.65 -7.59
H 8.23 0.10 -8.82
H 7.01 0.06 -7.53
H 6.50 0.21 -9.23
H 5.15 4.39 -6.58
H 4.61 4.51 -8.26
H 5.81 5.67 -7.63
C -4.91 -5.11 4.24
O -5.01 -3.83 3.61
C -6.22 -3.53 3.13
O -7.19 -4.23 3.19
O -6.15 -2.33 2.56
C -7.39 -1.88 1.99
H -3.88 -5.19 4.57
H -5.59 -5.16 5.09
H -5.16 -5.90 3.54
H -8.16 -1.81 2.76
H -7.72 -2.56 1.21
H -7.17 -0.90 1.58
C -1.31 -5.78 7.73
O -1.06 -5.59 6.34
C 0.07 -6.14 5.90
O 0.86 -6.76 6.56
O 0.18 -5.89 4.59
C 1.37 -6.41 3.98
H -2.24 -5.27 7.93
H -1.39 -6.84 7.97
H -0.50 -5.35 8.33
H 1.41 -7.49 4.08
H 2.25 -5.97 4.45
H 1.30 -6.12 2.94
*
```

---

Record 2
The following is a DFT calculation (ωB97M-V with the def2-TZVPD basis set) of a molecular structure, C29H41EuF5OP2 in a non-equilibrium geometry.

Values from the calculation:
HOMO-LUMO gap (alpha / beta)   0.2120 / 0.2112 Eh
Highest occupied orbital energy (alpha / beta)   -9.176 / -9.090 eV
LUMO level (alpha / beta)   -3.41 / -3.34 eV
M   714.55 g/mol

```
! wB97M-V def2-TZVPD RIJCOSX def2/J DEFGRID3
* xyz 1 7
Eu 2.07 1.44 -1.47
C -1.10 -1.08 2.96
C -0.65 -2.08 2.05
C 1.16 -1.38 3.27
C 0.03 -0.65 3.72
C 0.76 -2.20 2.18
C -2.48 -0.56 3.09
H -2.71 0.19 2.32
H -2.62 -0.07 4.05
H -3.22 -1.36 3.00
C 0.03 0.36 4.79
H -0.98 0.55 5.15
H 0.44 1.32 4.43
H 0.65 0.04 5.64
C 2.52 -1.36 3.86
H 2.51 -0.88 4.84
H 3.24 -0.82 3.23
H 2.91 -2.39 3.99
C 1.67 -3.02 1.36
H 2.04 -3.89 1.91
H 2.54 -2.44 1.04
H 1.17 -3.39 0.46
C -1.49 -2.94 1.19
H -1.30 -4.00 1.40
H -1.28 -2.77 0.13
H -2.56 -2.75 1.36
C -3.78 1.65 -0.27
C -4.78 1.37 -1.11
C -4.74 0.79 -2.50
C -3.35 0.76 -3.20
C -2.54 -0.46 -2.86
C -2.47 -0.96 -1.61
C -1.96 -0.15 -0.45
C -2.33 1.34 -0.47
H -5.43 1.37 -3.14
H -2.79 1.67 -2.96
H -5.16 -0.23 -2.48
H -1.95 1.77 -1.41
H -4.00 2.16 0.68
H -5.80 1.57 -0.76
H -1.75 1.84 0.31
H -2.30 -0.60 0.49
H -2.54 -2.04 -1.41
H -0.85 -0.23 -0.43
H -3.52 0.80 -4.28
H -2.03 -0.98 -3.69
P 0.15 0.96 -3.27
C 0.32 2.83 -3.25
C -0.52 0.80 -4.96
P 2.00 -1.07 -2.03
C 1.76 -0.02 -3.61
C 1.00 -2.52 -2.51
C 3.77 -1.48 -2.24
H 0.62 3.23 -2.27
H -0.72 3.16 -3.38
H 0.91 3.32 -4.04
H -0.05 1.48 -5.68
H -1.59 1.03 -4.91
H -0.42 -0.24 -5.31
H 3.95 -1.60 -3.32
H 4.03 -2.41 -1.72
H 4.42 -0.68 -1.85
H 2.61 0.65 -3.88
H 1.58 -0.76 -4.41
H 1.36 -3.41 -1.98
H 1.04 -2.70 -3.60
H -0.06 -2.38 -2.24
F 2.43 3.57 5.00
C 2.64 2.88 3.86
C 1.71 2.97 2.82
F 0.57 3.69 2.97
C 1.98 2.32 1.64
F 0.99 2.30 0.62
C 3.19 1.60 1.42
O 3.50 1.09 0.26
C 4.05 1.44 2.54
F 5.12 0.61 2.41
C 3.79 2.10 3.73
F 4.62 1.93 4.79
*
```

---

Number 1: DFT total energy -98643.0065 eV. Number 2: DFT total energy -84265.5640 eV.